Formula: C65H93B2N6O24V
Source: the Open Molecules 2025 dataset
Level of theory: the ωB97M-V functional and the def2-TZVPD basis

CARTESIAN COORDINATES (ANGSTROEM)
O 17.28106 10.89832 -27.29545
H 19.98674 5.43511 -26.05911
H 20.68506 14.62504 -25.76669
H 14.52638 3.61647 -23.39748
H 24.45759 9.10279 -26.39062
C 16.39622 8.92318 -17.77620
H 20.97080 5.28744 -23.31430
O 12.34447 9.30320 -24.47297
C 20.69793 12.93502 -24.43013
H 19.81955 7.43794 -16.62992
C 25.57133 7.82228 -27.75130
C 26.58960 7.26398 -19.61587
H 20.93385 11.15914 -23.27023
H 26.69622 6.50545 -17.57531
H 22.15299 3.06629 -24.35210
C 12.50915 9.03915 -25.75238
C 27.18602 7.00961 -18.39526
C 16.98266 5.50556 -27.06212
H 18.32236 10.75217 -24.40479
H 25.47393 6.73686 -27.77313
H 17.68079 6.08662 -18.81759
O 13.82284 7.30748 -26.94963
H 18.47947 12.19857 -26.14915
H 12.97322 8.91590 -16.16757
C 22.37940 7.52695 -21.21245
O 16.92828 7.63736 -22.46238
H 22.85748 12.88202 -18.53963
C 29.25389 7.80483 -19.26674
B 20.34680 8.29411 -21.91077
H 19.08828 9.46514 -25.29874
C 23.62999 12.69703 -19.28603
C 18.08973 4.66318 -25.19706
H 13.74149 5.66928 -21.45287
N 15.54756 9.88540 -18.27639
H 22.04755 6.25866 -29.70230
H 27.64652 7.38297 -27.84886
H 27.18199 8.48690 -29.05207
H 17.36411 8.77714 -18.23254
H 24.11976 11.12254 -17.89519
H 16.32091 10.37407 -24.91801
H 22.32964 4.54118 -22.37285
O 19.22777 7.49568 -22.52530
O 21.13906 7.54410 -20.92800
H 19.61600 4.08853 -18.55269
C 13.97413 8.94664 -16.57209
C 19.95021 14.00166 -20.15899
H 20.41074 3.37264 -24.32251
H 13.04533 3.78766 -22.65254
H 22.73145 6.37495 -24.87836
H 24.85771 8.25512 -28.45238
H 15.17700 4.93721 -19.76928
H 23.12179 10.84851 -21.83830
N 27.24081 7.73548 -20.66255
H 19.03681 6.65423 -25.21804
H 16.40677 5.97551 -25.01553
H 25.57065 6.93974 -19.76753
C 27.21909 9.37232 -27.07281
C 21.86434 7.45827 -26.57981
H 18.18427 4.55374 -24.11669
C 16.69340 9.56328 -26.93560
C 20.21547 7.23587 -17.62517
H 15.61523 9.60834 -27.08926
C 22.55362 8.19538 -22.54664
H 19.38058 4.18478 -21.86600
C 14.57034 5.08462 -21.85198
H 16.93744 4.68266 -27.77548
C 16.76452 5.14053 -25.61795
N 23.01864 5.35103 -28.06729
C 25.28248 5.22766 -23.05189
O 18.27501 6.07140 -27.08768
H 28.23924 9.54832 -26.73159
H 20.99323 14.01344 -19.84265
H 22.83417 9.79441 -19.15050
C 20.44781 4.05527 -21.68618
O 12.81899 8.09643 -20.32390
O 21.00314 2.05265 -22.85830
H 16.92705 14.85778 -19.09597
H 16.83077 7.20793 -16.61268
H 24.18670 9.67819 -20.22534
O 26.47153 9.03250 -25.88716
C 17.66527 14.45220 -19.78782
C 21.28529 3.17754 -23.70186
C 26.39814 3.70756 -25.03501
C 13.21043 8.44866 -21.40217
C 24.98428 3.86973 -23.12494
N 22.58058 11.82585 -26.15084
B 13.41562 8.63894 -23.68507
C 13.57018 7.92626 -25.89100
H 25.38678 2.04141 -24.18114
C 23.52582 10.39631 -19.73993
O 19.61609 9.42726 -21.27746
H 17.19414 8.72568 -27.42118
O 14.33443 9.59590 -23.10603
H 17.45941 14.74042 -20.81866
C 16.90997 9.61572 -25.43378
H 27.29753 5.56413 -25.62809
O 15.74239 3.32106 -20.81330
H 29.00109 8.48767 -21.33426
C 19.26174 12.65309 -19.99001
H 27.54863 8.60060 -23.50772
H 14.97681 5.67094 -22.67606
C 26.70141 5.07135 -24.87430
H 16.80986 8.65385 -24.93090
H 26.63059 8.28015 -22.18160
C 28.57847 8.03247 -20.45076
C 18.28747 10.20312 -25.34576
H 29.06243 7.19216 -17.26230
H 21.07628 8.08644 -28.50107
H 19.75297 12.13792 -19.16454
C 16.11599 8.00126 -16.77427
H 16.57489 5.09705 -20.92827
H 13.75213 2.85504 -20.53103
N 26.60302 8.50788 -23.16521
O 14.82003 10.36985 -20.95767
C 14.50107 2.82266 -21.32231
C 22.16980 11.15748 -25.04488
C 25.24862 8.35484 -26.33646
H 18.92988 5.87331 -20.03591
H 19.34973 10.95489 -27.04145
H 18.32751 3.69395 -25.63541
H 25.35496 11.29955 -19.06007
H 19.82693 1.95986 -21.18979
C 21.13141 13.66979 -25.53288
H 19.87755 13.31863 -23.84172
H 21.16417 5.42243 -16.79555
H 26.92024 3.11933 -25.77514
H 20.05797 14.30251 -21.20109
H 19.39698 12.13501 -20.93944
C 23.14267 5.44546 -26.75747
H 14.55111 1.78575 -21.65462
C 18.97033 5.76931 -25.85097
C 24.27384 11.37581 -18.94410
H 14.67970 7.30162 -15.36419
H 21.32918 5.58113 -18.51377
O 12.87405 7.90347 -22.52794
H 26.17031 9.39178 -23.39233
C 14.10694 3.78387 -22.40543
C 27.01625 8.25951 -27.99901
C 22.60957 6.43764 -25.94963
H 22.41265 13.64779 -27.26084
V 16.28625 11.49253 -19.65751
O 17.91731 12.99358 -19.67666
H 20.71136 4.75465 -20.89276
O 17.46806 10.04138 -20.81476
C 14.25140 9.56445 -21.74489
C 28.55223 7.26575 -18.21135
C 20.68633 2.51292 -21.56882
H 21.74810 10.94428 -20.72499
H 13.51085 10.51316 -17.93153
H 21.41983 8.23425 -25.97428
H 24.80649 5.82161 -22.28569
O 23.17301 12.50046 -20.62067
C 15.56294 4.72572 -20.76649
H 26.11873 7.75454 -23.63216
H 26.84180 10.33951 -27.40491
H 18.78264 4.92790 -17.19135
C 18.31013 9.25007 -21.31742
H 24.25936 3.32263 -22.54049
O 23.31929 7.00168 -20.61885
O 23.60642 8.24005 -23.22403
C 19.38952 5.04849 -18.08871
H 30.30565 8.03073 -19.17095
O 11.90015 9.56174 -26.74340
O 21.33677 8.72602 -22.90206
C 20.63600 5.75224 -17.69017
C 18.99285 15.02070 -19.53681
C 22.80816 11.16809 -20.84452
C 21.34542 4.39270 -22.81710
H 24.89191 7.61481 -25.62007
C 14.92019 8.04701 -16.10780
N 26.14165 5.84181 -23.87837
H 24.36961 13.49483 -19.21833
C 22.07555 13.05327 -26.42460
C 18.02366 8.04608 -22.20116
C 22.23059 6.30946 -28.63913
H 21.48335 2.24961 -20.87346
C 18.75774 6.10479 -18.98477
H 16.06423 4.30562 -25.64297
C 18.43048 11.16610 -26.49513
H 23.67387 4.63433 -26.28177
O 14.09892 7.75369 -24.68500
H 21.09964 7.81784 -17.88526
C 25.53724 3.11034 -24.14713
C 21.26599 11.67522 -24.15891
C 21.66381 7.35108 -27.97148
H 19.05888 16.01053 -19.98845
H 22.65623 10.21241 -24.85349
H 16.16368 6.18309 -27.30363
C 14.29467 9.82960 -17.64038
O 19.22556 7.34843 -18.63183
H 19.20309 15.06504 -18.46819

Values from the calculation:
LUMO energy (spin up / spin down) = -3.9 / -3.9 eV
Kohn-Sham gap (spin up / spin down) = 6.358 / 6.371 eV
E_tot = -5660.63738 a.u.
spin multiplicity = 4
net charge = +1
maximum force = 5.62 eV/A

Löwdin atomic charge list, values in e, 99 entries: atom 1 (O): -0.13, atom 2 (H): 0.10, atom 3 (H): 0.10, atom 4 (H): 0.11, atom 5 (H): 0.10, atom 6 (C): -0.09, atom 7 (H): 0.11, atom 8 (O): 0.23, atom 9 (C): -0.09, atom 10 (H): 0.12, atom 11 (C): -0.14, atom 12 (C): -0.14, atom 13 (H): 0.08, atom 14 (H): 0.11, atom 15 (H): 0.11, atom 16 (C): -0.32, atom 17 (C): -0.04, atom 18 (C): -0.21, atom 19 (H): 0.09, atom 20 (H): 0.10, atom 21 (H): 0.11, atom 22 (O): 0.11, atom 23 (H): 0.11, atom 24 (H): 0.12, atom 25 (C): -0.42, atom 26 (O): 0.19, atom 27 (H): 0.11, atom 28 (C): -0.07, atom 29 (B): -0.87, atom 30 (H): 0.10, atom 31 (C): -0.19, atom 32 (C): -0.17, atom 33 (H): 0.10, atom 34 (N): -0.03, atom 35 (H): 0.11, atom 36 (H): 0.11, atom 37 (H): 0.12, atom 38 (H): 0.09, atom 39 (H): 0.12, atom 40 (H): 0.12, atom 41 (H): 0.10, atom 42 (O): 0.20, atom 43 (O): 0.25, atom 44 (H): 0.12, atom 45 (C): -0.03, atom 46 (C): -0.13, atom 47 (H): 0.10, atom 48 (H): 0.12, atom 49 (H): 0.08, atom 50 (H): 0.11, atom 51 (H): 0.12, atom 52 (H): 0.11, atom 53 (N): 0.02, atom 54 (H): 0.10, atom 55 (H): 0.11, atom 56 (H): 0.09, atom 57 (C): -0.20, atom 58 (C): -0.05, atom 59 (H): 0.10, atom 60 (C): -0.10, atom 61 (C): -0.16, atom 62 (H): 0.12, atom 63 (C): -0.29, atom 64 (H): 0.11, atom 65 (C): -0.17, atom 66 (H): 0.13, atom 67 (C): -0.19, atom 68 (N): 0.08, atom 69 (C): -0.13, atom 70 (O): -0.13, atom 71 (H): 0.12, atom 72 (H): 0.11, atom 73 (H): 0.11, atom 74 (C): -0.15, atom 75 (O): 0.15, atom 76 (O): -0.11, atom 77 (H): 0.14, atom 78 (H): 0.11, atom 79 (H): 0.10, atom 80 (O): -0.19, atom 81 (C): -0.14, atom 82 (C): -0.18, atom 83 (C): -0.06, atom 84 (C): -0.40, atom 85 (C): -0.05, atom 86 (N): 0.06, atom 87 (B): -0.87, atom 88 (C): -0.34, atom 89 (H): 0.12, atom 90 (C): -0.17, atom 91 (O): 0.23, atom 92 (H): 0.12, atom 93 (O): 0.25, atom 94 (H): 0.14, atom 95 (C): -0.17, atom 96 (H): 0.10, atom 97 (O): -0.14, atom 98 (H): 0.10, atom 99 (C): -0.17